1.
Computed, not measured: 10 unconnected molecules or ions with the total composition C22H63NO10, with the ωB97M-V functional and the def2-TZVPD basis.

```
96
Properties=species:S:1:pos:R:3:forces:R:3:mulliken_charge:R:1
O -2.6328 3.7862 1.7556 0.081 -0.049 -0.265 -0.58
H -3.2937 -0.1053 -2.1248 -0.068 -0.042 -0.062 0.21
H -2.0862 -2.2962 5.9401 0.020 -0.008 0.037 0.29
H 1.6101 2.1349 -0.7952 0.133 0.033 -0.088 -0.12
H 3.0598 0.8659 -2.8893 0.011 0.008 0.024 0.34
O -6.4792 -0.1318 -0.9768 0.125 -0.219 0.118 -0.52
H 2.2418 -3.1871 -4.7225 0.031 -0.005 -0.023 0.27
H -2.4750 1.7913 4.1817 -0.017 0.041 0.000 0.29
C 5.4700 1.2832 -1.9996 0.216 -0.375 -0.256 1.70
H -3.4131 -2.6451 3.4609 -0.168 -0.073 0.110 0.23
O -2.8296 -2.1537 4.0589 0.003 0.015 -0.175 -0.48
C -4.0616 -0.0619 -1.3502 -0.044 -0.368 0.039 -0.32
H 4.8250 -0.1332 -3.5257 0.032 -0.034 0.029 0.42
H 4.6301 2.2710 1.1585 0.120 0.053 -0.201 0.39
H -1.8617 4.2070 -0.1559 -0.210 -0.012 -0.064 0.42
H 3.7002 -0.9897 -0.7216 -0.005 -0.106 0.025 0.10
C -5.4281 -0.4683 -1.8769 -0.070 0.522 -0.374 -0.42
O -4.1908 1.8639 2.9878 -0.042 0.014 0.021 -0.56
C 6.4120 1.3352 -0.8022 0.355 0.153 0.211 -1.25
C 2.3400 2.0964 0.0119 -0.510 -0.205 0.114 -1.48
H -2.3974 -3.8609 5.1597 0.006 0.001 0.075 0.30
C 5.8522 0.6415 0.4204 0.131 -0.490 0.190 -0.60
H -0.5376 0.9252 -2.6502 -0.147 0.114 -0.247 0.04
H 0.6577 -3.2228 4.6091 0.089 0.175 0.074 0.17
H 1.8715 -4.2282 3.8179 0.021 0.035 0.025 0.29
C -1.1248 -0.1413 1.6002 1.096 -1.192 -0.265 0.67
H -3.2096 0.2301 3.7731 0.075 0.118 0.059 -0.13
C 5.5063 -0.1069 -2.6701 -0.267 0.195 -0.007 -1.71
H -2.6499 4.7438 1.8043 -0.001 -0.013 0.006 0.29
H 6.5058 -0.2973 -3.0601 0.038 -0.043 0.049 0.46
C -2.0381 3.3722 0.5222 0.471 0.052 0.113 0.19
H 5.2213 -0.9087 -1.9946 0.150 -0.079 0.013 0.34
N 4.1565 1.7077 -1.5307 -0.272 0.610 -0.029 0.15
C 5.9466 2.3093 -3.0241 0.340 0.133 0.069 -2.05
H 6.6087 2.3912 -0.5827 -0.113 -0.045 0.133 0.37
H 2.4906 -0.5165 0.4829 -0.035 -0.187 -0.065 0.41
H -6.2897 -1.7359 2.3963 -0.004 0.211 -0.111 0.29
H -1.0619 2.9182 0.7141 -0.053 0.006 0.108 0.01
H 7.0213 2.1715 -3.1769 -0.054 -0.010 -0.110 0.41
H -1.2841 -1.8987 0.3234 0.199 -0.109 0.171 0.59
H -3.7486 -0.7266 -0.5429 0.017 0.175 0.099 -0.02
H -1.1463 -0.3678 -0.4860 0.240 -0.163 -0.059 0.08
H 1.8086 1.6778 0.8743 0.134 0.146 0.095 0.38
H -2.1936 0.0636 1.5331 -0.015 0.346 0.299 0.00
H -5.5055 -4.0557 2.6048 0.034 -0.013 0.066 0.28
H -5.6014 0.0352 -2.8394 -0.027 -0.046 0.087 0.30
H -5.9878 -2.6839 0.9146 -0.032 0.109 -0.047 0.33
H -2.6753 2.3708 -2.8080 -0.042 0.072 -0.040 0.33
H 5.4424 2.2175 -3.9827 -0.079 -0.018 0.002 0.37
H -0.7191 2.0523 -1.3740 0.154 0.448 0.002 -0.28
H 0.6375 -4.4961 -3.6075 0.089 -0.001 -0.060 0.33
H -4.7445 -1.5749 1.5031 -0.011 0.142 0.088 -0.18
C 4.5201 1.2376 0.8183 -0.092 -0.131 0.265 -1.34
C -2.7709 -2.8430 5.2965 0.018 0.001 -0.088 -0.80
C -0.5910 2.0038 -2.4545 0.354 -0.844 0.141 0.15
H -4.1043 0.9676 -0.9863 0.065 -0.003 0.067 0.08
H -2.6614 2.6196 0.0397 -0.153 0.099 0.029 -0.30
H -0.8052 -3.3905 -2.0265 0.022 -0.079 -0.079 0.42
O -1.5007 4.0750 -3.1348 -0.159 -0.188 0.183 -0.56
H -3.6436 2.5490 2.5817 -0.140 0.147 -0.051 0.35
H -0.0529 -3.1419 -4.5445 -0.049 -0.228 -0.057 0.29
H 0.7462 -2.6367 -1.6596 0.175 -0.252 -0.080 0.15
H -2.2502 4.5139 -3.5453 -0.014 0.020 -0.048 0.31
H 6.5761 0.6543 1.2395 -0.079 0.260 0.040 0.41
H 5.7124 -0.4299 0.2253 0.003 0.085 -0.154 0.31
C -5.5349 -2.2532 1.8074 -0.018 -0.528 0.182 -0.17
H -6.2125 0.6474 -0.4789 -0.053 0.019 -0.009 0.31
C -0.7431 -0.9501 0.3595 -1.156 0.613 -0.715 -0.52
H -3.7550 -2.8733 5.7702 0.015 -0.031 0.029 0.27
C 3.5072 1.1774 -0.3304 -0.024 -0.170 0.073 1.68
O -0.7842 -0.8683 2.7832 -0.152 0.358 -0.111 -0.53
H -3.9781 1.2508 4.9635 -0.057 0.219 -0.059 0.31
C 1.3395 -3.2776 3.7543 -0.006 -0.275 -0.207 -0.59
C 2.9424 -0.2543 -0.4744 0.017 0.455 0.049 -1.42
H -0.5101 0.7599 1.5889 -0.380 0.287 0.190 -0.23
H 0.3113 -1.1021 0.1569 0.128 -0.028 0.430 -0.28
O -4.9306 -3.2873 2.6073 0.038 0.147 -0.247 -0.56
H -1.6488 2.3413 -4.2610 -0.127 0.011 0.000 0.40
C 0.5866 -3.4072 -3.6974 0.152 0.166 0.126 -0.43
H -5.5067 -1.5376 -2.0677 0.103 -0.065 0.100 0.31
H 2.1567 -0.2725 -1.2348 0.040 -0.118 0.002 0.39
H -1.5810 -1.2704 3.1784 0.100 -0.029 0.104 0.37
C 0.0071 -2.7945 -2.4433 -0.345 0.512 0.019 -0.57
H 7.3867 0.9028 -1.0502 -0.135 -0.025 -0.245 0.47
H 2.0790 -2.4726 3.7880 -0.052 0.061 0.192 0.21
O 3.2468 1.7772 -2.6087 -0.079 -0.148 -0.074 -0.45
O 1.8869 -2.8457 -3.8976 -0.088 -0.049 0.042 -0.47
H 0.1871 -2.4226 2.4518 -0.100 0.095 0.135 0.46
H -0.4061 -1.8096 -2.6846 0.046 -0.030 0.105 0.01
H 2.6578 3.1125 0.2390 0.121 -0.005 -0.015 0.52
C -3.4234 1.2744 4.0206 0.020 -0.548 0.052 -0.18
O 0.6358 -3.2782 2.5313 0.065 -0.132 -0.182 -0.54
H 4.1062 0.6894 1.6713 -0.051 0.026 -0.071 0.38
H 5.7923 3.3167 -2.6352 -0.059 -0.022 -0.034 0.46
H 0.3605 2.4215 -2.7821 0.079 0.092 0.283 0.30
C -1.6993 2.6585 -3.2134 -0.112 0.233 -0.312 -0.67
```
Positions in Å, forces in eV/Å.

Values from the calculation:
* Kohn-Sham gap: 8.78 eV
* calculated total energy: -1683.0143 Eh
* SMILES: CC1(C)CCCC(C)(C)N1O.CCO.CCO.CCO.CCO.CO.CO.CO.CO.CO
* LUMO: 0.4601 eV
* strongest force on any atom: 1.64 eV/Å
* relative energy (zero: lowest compared OMol25 entry of this formula, charge and spin): 41.7 kJ/mol



2.
Computed, not measured: 3 unconnected molecules or ions with the total composition C18H40O4, with the ωB97M-V functional and the def2-TZVPD basis.

```
62
Properties=species:S:1:pos:R:3:forces:R:3:nbo_charge:R:1
H 3.9735 2.9706 -2.7541 0.009 -0.001 -0.004 0.20
H 3.9387 1.3298 -0.9423 0.003 0.006 -0.002 0.20
C 0.0550 -1.0766 1.7360 -0.413 -0.107 0.031 -0.07
H 0.7394 1.9402 0.2040 -0.225 -0.083 -0.010 0.21
H 2.3176 1.7124 -1.4667 0.025 -0.025 -0.031 0.20
O 1.4696 -2.8930 0.4590 -0.263 -0.447 -0.197 -0.30
H 3.8768 -0.8079 -2.2232 0.018 0.016 0.012 0.20
H 1.0075 -5.0302 -2.0522 0.171 0.032 0.001 0.23
C 2.9538 -0.2778 -1.9702 -0.108 -0.005 0.002 -0.41
H -6.8176 0.5206 4.2722 -0.008 -0.003 -0.009 0.20
H 0.9525 -0.0643 -2.7811 0.007 0.018 -0.033 0.20
H -4.5903 1.5399 4.5394 -0.008 -0.001 0.002 0.20
H -3.0650 -0.1021 0.9082 -0.003 -0.035 0.009 0.19
H -0.8967 1.3080 -0.0504 0.171 -0.166 -0.043 0.21
C -6.4174 1.1547 3.4770 -0.015 0.023 0.024 -0.40
H 6.4618 2.3699 -2.2858 -0.006 -0.003 0.019 0.20
C 3.2397 1.2101 -1.7745 0.058 0.016 -0.012 -0.40
C -4.1342 0.0563 0.7421 -0.007 0.059 -0.024 -0.61
C 1.9771 -2.6112 1.6992 -0.844 0.983 -0.786 0.98
H 1.6936 -1.6279 -3.1179 -0.016 0.004 0.009 0.21
C -4.5129 1.5026 1.0447 0.050 -0.020 -0.002 -0.40
C 6.2442 1.3475 -2.6024 -0.013 -0.024 -0.029 -0.61
C 2.0600 -4.8278 -2.2735 0.029 0.039 -0.031 -0.64
H 2.5509 -5.7755 -2.5183 -0.137 0.150 0.095 0.21
C 2.7245 -4.1281 -1.0710 0.170 -0.210 -0.775 -0.10
H -4.5468 0.1008 3.5516 0.007 0.005 -0.006 0.20
H 3.6766 -4.6135 -0.8265 -0.190 0.121 0.184 0.19
C 0.1555 0.4512 1.6786 0.054 0.135 0.073 -0.44
H 2.0938 -4.1946 -3.1679 0.024 -0.121 0.166 0.21
H 7.1472 0.9405 -3.0591 0.002 0.011 0.002 0.21
O 1.8779 -4.2049 0.0784 0.093 0.155 0.017 -0.24
H -3.0969 1.8385 2.6248 0.001 0.001 -0.011 0.20
H -0.7310 -1.4054 2.4265 0.177 0.098 -0.092 0.19
H -3.9849 2.1636 0.3518 -0.016 -0.004 -0.013 0.20
H 2.9405 -3.0913 -1.3324 -0.132 -0.002 0.354 0.20
C 3.7895 1.9229 -3.0121 -0.007 -0.002 -0.001 -0.40
H -0.6501 0.8847 2.2842 0.150 -0.043 -0.117 0.21
H -8.1098 2.5122 3.5647 0.003 0.003 0.010 0.21
H -6.6908 3.2052 2.7908 0.001 0.001 0.001 0.20
H 1.0919 0.7464 2.1686 -0.184 -0.174 -0.045 0.23
H 2.6177 -0.6989 -1.0178 0.034 0.007 0.022 0.20
H 5.3469 1.8749 -4.4819 0.003 -0.012 -0.004 0.20
C -7.0203 2.5504 3.5991 -0.007 -0.030 -0.017 -0.61
C 5.0737 1.3207 -3.5802 0.028 0.024 0.011 -0.40
H -4.6786 -0.6467 1.3740 0.005 -0.001 0.004 0.20
C 1.8944 -0.5580 -3.0321 0.045 -0.050 0.015 -0.61
C -4.8922 1.1383 3.5669 0.012 -0.008 0.001 -0.40
H -4.4023 2.9969 2.5848 -0.004 -0.005 0.009 0.20
H -5.5783 1.6498 0.8476 -0.004 0.017 0.015 0.20
H -0.1683 -1.5023 0.7579 0.063 0.079 0.089 0.20
H 6.0371 0.7587 -1.7074 0.000 0.002 0.003 0.20
O 2.9393 -3.0879 2.1693 1.066 -0.788 0.719 -0.57
H 3.0267 1.9378 -3.7955 -0.006 -0.004 0.009 0.20
H 4.8925 0.2916 -3.9034 -0.016 0.002 -0.011 0.19
H 2.2049 -0.2050 -4.0166 -0.005 0.007 0.000 0.20
C 0.1199 1.0383 0.2560 0.206 -0.046 0.128 -0.61
O 1.2842 -1.6273 2.2628 0.081 0.224 0.176 -0.51
H 0.5424 0.3209 -0.4606 -0.177 0.192 0.093 0.20
H -6.7322 3.0165 4.5439 0.011 0.013 -0.008 0.20
C -4.1776 1.9330 2.4720 0.001 0.009 0.008 -0.40
H -4.3535 -0.1967 -0.2959 0.024 -0.018 0.002 0.21
H -6.7411 0.6986 2.5371 0.010 -0.014 0.000 0.19
```
Positions in Å, forces in eV/Å.

Values from the calculation:
* Kohn-Sham gap: 11.24 eV
* calculated total energy: -1010.6918 Eh
* SMILES: CCCOC(=O)OOCC.CCCCCC.CCCCCC
* LUMO: 0.7928 eV
* strongest force on any atom: 1.52 eV/Å



3.
Computed, not measured: a single C27H32N4O2S molecule, with the ωB97M-V functional and the def2-TZVPD basis.

```
66
Properties=species:S:1:pos:R:3:forces:R:3:nbo_charge:R:1
C -0.9230 -0.1234 3.8431 0.083 -0.382 0.191 0.66
H 0.5708 -1.7788 -4.1735 -0.083 -0.057 -0.106 0.19
H -0.9177 2.3120 3.4597 -0.168 -0.006 0.062 0.23
H -3.1376 2.4220 -1.8743 0.021 0.040 -0.106 0.22
H 2.4294 0.3156 -2.9616 -0.047 0.017 0.042 0.21
C -0.9546 -1.6263 3.6406 0.221 -0.007 -0.321 -0.60
H -1.0896 -1.2294 -2.3798 -0.042 -0.042 0.043 0.19
H 2.8352 1.7143 -0.0212 -0.022 0.139 -0.053 0.24
C 0.3508 0.7919 -3.1524 0.416 0.267 -0.070 -0.22
H -0.0607 -2.0597 4.0879 -0.142 0.097 0.063 0.27
H -3.9103 2.8225 3.2744 0.009 0.075 -0.002 0.21
C -2.9310 2.7718 2.7875 -0.020 -0.140 0.038 -0.44
H -3.6429 -1.1245 0.4582 -0.012 -0.123 -0.007 0.22
C 2.3609 -0.2041 0.8422 0.476 -0.436 0.170 0.09
C -3.4341 0.5741 -0.8370 -0.029 -0.061 -0.088 -0.22
C -3.1950 1.9358 -0.9126 -0.009 0.014 -0.088 -0.20
H -0.6326 -1.2506 -0.6798 -0.077 0.075 -0.049 0.22
C -0.2789 -1.0001 -1.6772 0.310 -0.336 0.182 -0.22
C 2.8438 -1.4413 1.3331 -0.139 0.748 -0.301 0.15
H -2.1230 2.3087 4.7476 0.090 0.056 -0.094 0.20
C -3.0231 2.6797 0.2430 0.007 -0.044 0.064 -0.19
C 5.0474 -0.7378 0.8362 0.174 -0.147 0.044 -0.23
C 1.9488 0.4134 -5.0533 -0.004 -0.007 0.329 -0.60
C -1.9474 2.0320 3.7015 0.286 0.331 0.177 -0.21
C 0.7330 -1.4867 1.5193 -0.301 -0.251 0.073 0.22
C 4.5598 0.4813 0.3548 -0.044 0.118 -0.053 -0.21
H 5.2596 1.2131 -0.0205 0.045 0.070 -0.027 0.21
C -3.3114 0.6846 1.5515 -0.112 -0.007 -0.062 -0.04
C 0.0625 0.7765 0.6402 -0.152 0.557 -0.051 -0.34
N -2.0405 0.5831 3.5697 -0.228 0.262 0.058 -0.43
H 1.1349 0.1516 -5.7263 -0.096 -0.031 -0.126 0.20
H -3.5742 -0.0015 -1.7395 0.006 -0.053 -0.111 0.22
H 0.2344 1.6410 1.2921 -0.085 -0.117 -0.145 0.24
O 0.4698 2.4611 -0.9988 0.155 0.363 0.108 -0.64
C 0.2087 1.2885 -0.7982 -0.211 -0.069 0.379 0.69
H -3.2457 -0.9996 2.8794 -0.058 0.079 0.076 0.22
N 0.0163 0.4075 -1.7955 -0.124 -0.049 -0.346 -0.44
C 0.6549 -3.3224 -1.9034 0.078 0.314 0.047 -0.61
H 1.5262 -3.9106 -2.1794 0.062 -0.124 -0.024 0.22
H 2.1295 1.4825 -5.1312 0.037 0.134 -0.088 0.21
H 2.8439 -0.1120 -5.3769 0.090 -0.041 -0.093 0.21
H -0.4965 0.5585 -3.8061 -0.018 -0.006 -0.045 0.19
C 3.2119 0.7735 0.3486 -0.033 0.192 -0.091 -0.24
N 1.7873 -2.2118 1.7393 -0.159 -0.477 0.205 -0.47
C 0.9517 -1.8354 -2.0538 -0.253 -0.228 -0.162 -0.22
C 1.3613 -1.4729 -3.4828 0.233 0.263 0.415 -0.39
H 0.5245 1.8687 -3.1621 -0.080 -0.121 -0.061 0.25
C -3.0892 2.0591 1.4792 -0.064 -0.041 -0.004 -0.01
H 4.5797 -2.6519 1.7053 0.055 -0.118 0.048 0.22
H 2.2696 -2.0140 -3.7543 0.018 -0.075 -0.072 0.21
H 0.3981 -3.5544 -0.8725 -0.028 -0.120 0.134 0.22
N 0.9952 -0.2628 0.9671 0.243 -0.211 0.073 -0.37
O 0.0948 0.4171 4.2387 0.232 0.004 0.060 -0.62
H -4.1092 0.4071 3.5292 0.029 -0.149 -0.035 0.21
H 6.1128 -0.9141 0.8186 0.087 -0.020 0.004 0.21
C -3.2462 0.0865 2.9306 -0.142 -0.045 -0.141 -0.24
C -3.4838 -0.0581 0.3951 -0.094 0.096 0.114 -0.20
S -0.9037 -2.0227 1.8531 -0.072 -0.262 0.211 0.23
H -0.1761 -3.6141 -2.5422 -0.120 -0.087 -0.108 0.20
H -0.9519 0.4042 0.8031 0.161 0.041 -0.001 0.27
C 4.2084 -1.7117 1.3314 -0.053 0.059 -0.037 -0.22
H -1.8454 -2.1024 4.0450 -0.012 -0.021 -0.003 0.24
C 1.5990 0.0334 -3.6188 -0.229 -0.087 -0.312 -0.23
H 1.7746 -1.5713 -1.3807 -0.059 0.056 0.025 0.21
H -2.5814 3.7930 2.6376 -0.047 0.000 0.054 0.23
H -2.8324 3.7403 0.1818 0.047 0.131 -0.006 0.22
```
Positions in Å, forces in eV/Å.

Values from the calculation:
* Kohn-Sham gap: 8.93 eV
* calculated total energy: -1815.8433 Eh
* SMILES: C[C@@H]1C[C@H](C)CN(C(=O)Cn2c(SCC(=O)N3CCc4ccccc4C3)nc3ccccc32)C1
* LUMO: 0.4145 eV
* strongest force on any atom: 0.82 eV/Å
* relative energy (zero: lowest compared OMol25 entry of this formula, charge and spin): 0.0 kJ/mol